A 7-piece molecular cluster, C26H59N6O7 overall. Source: OMol25; level of theory: ωB97M-V/def2-TZVPD.

## Properties
M: 567.8 g mol⁻¹
gap between HOMO and LUMO: 2.880 eV
F_max: 0.9 eV/A
E_HOMO: -1.46 eV

Structure (ORCA input):
```
! RIJCOSX wB97M-V def2-TZVPD def2/J DEFGRID3
* xyz -1 1
C 4.35 3.90 0.83
O 3.43 2.79 1.15
C 3.61 1.59 0.44
C 4.93 0.88 0.77
C 4.67 -0.02 1.99
C 5.52 0.02 -0.35
C 6.37 0.72 -1.42
C 5.59 1.55 -2.44
C 7.49 1.55 -0.80
H 5.28 3.75 1.43
H 4.63 3.80 -0.23
H 2.79 0.93 0.78
H 3.45 1.71 -0.64
H 5.67 1.62 1.08
H 4.34 0.56 2.85
H 3.88 -0.75 1.75
H 5.56 -0.61 2.25
H 6.18 -0.72 0.13
H 4.72 -0.56 -0.82
H 6.85 -0.09 -1.99
H 6.28 2.14 -3.05
H 4.91 2.25 -1.96
H 5.03 0.91 -3.13
H 8.00 1.01 0.01
H 8.24 1.80 -1.56
H 7.10 2.49 -0.40
C 0.70 3.37 0.23
C -0.47 4.00 -0.48
O -0.53 4.18 -1.69
N -1.54 4.35 0.30
C -1.66 4.16 1.73
H 1.47 3.12 -0.49
H 1.15 4.03 0.96
H 0.37 2.46 0.74
H -2.31 4.76 -0.20
H -2.49 3.49 1.95
H -1.83 5.11 2.26
H -0.75 3.71 2.11
C -3.44 -0.35 1.29
C -2.26 0.53 0.95
O -1.37 0.77 1.75
N -2.22 1.07 -0.29
C -3.17 0.92 -1.37
H -3.34 -0.70 2.31
H -4.38 0.20 1.19
H -3.49 -1.22 0.63
H -1.41 1.65 -0.46
H -2.70 0.47 -2.25
H -3.58 1.89 -1.66
H -3.99 0.28 -1.05
C 7.17 1.55 5.27
C 6.59 2.08 3.97
O 7.21 2.09 2.93
N 5.32 2.56 3.99
C 4.40 2.63 5.10
H 8.18 1.21 5.06
H 7.20 2.33 6.04
H 6.59 0.71 5.65
H 5.00 2.90 3.08
H 3.50 2.05 4.90
H 4.10 3.66 5.29
H 4.87 2.23 6.00
C 3.07 -3.23 2.78
C 2.64 -2.91 1.37
O 3.25 -3.34 0.40
N 1.54 -2.13 1.22
C 0.67 -1.58 2.25
H 3.96 -3.85 2.72
H 3.31 -2.32 3.33
H 2.29 -3.76 3.33
H 1.31 -1.93 0.26
H -0.35 -1.94 2.11
H 0.65 -0.49 2.21
H 1.02 -1.89 3.23
C -7.45 -3.98 0.46
C -6.24 -3.13 0.15
O -5.37 -2.92 0.97
N -6.15 -2.60 -1.10
C -7.08 -2.74 -2.21
H -7.36 -4.32 1.48
H -8.37 -3.41 0.35
H -7.50 -4.85 -0.21
H -5.32 -2.05 -1.25
H -6.60 -3.20 -3.07
H -7.46 -1.76 -2.51
H -7.92 -3.36 -1.93
C -9.77 -2.96 -5.54
C -8.63 -3.96 -5.53
O -8.22 -4.45 -4.49
N -8.09 -4.30 -6.72
C -8.45 -3.83 -8.04
H -10.09 -2.81 -4.51
H -9.45 -2.01 -5.97
H -10.62 -3.33 -6.12
H -7.34 -4.97 -6.65
H -8.77 -4.65 -8.68
H -7.61 -3.33 -8.53
H -9.27 -3.12 -7.97
*
```